Entry from the OMol25 dataset: a cluster of 3 separate species, C2H10O2S in total (ωB97M-V/def2-TZVPD).

```
! wB97M-V def2-TZVPD RIJCOSX def2/J DEFGRID3
* xyz -1 2
C 0.5598 1.5837 -1.2993
C 0.9213 1.7807 0.1837
S 0.2123 3.3052 0.8191
H 1.4200 1.1469 -1.8037
H -0.3295 0.9630 -1.3800
H 0.3492 2.5497 -1.7527
H 1.9924 1.8158 0.3162
H 0.5352 0.9654 0.7934
H -0.4142 2.7711 1.8687
H -1.9561 -2.5868 1.3639
H -1.7494 -1.0160 1.3916
O -1.6763 -1.8167 0.8360
H -0.5444 -3.3907 -0.1603
H 0.3994 -4.5096 -0.5249
O 0.2804 -3.5619 -0.6518
*
```

E in hartree: -630.8155
LUMO energy (spin up / spin down) in eV: 3.20 / 3.21
Kohn-Sham gap (spin up / spin down) in eV: 2.53 / 9.22